1.
263
Properties=species:S:1:pos:R:3:lowdin_charge:R:1 method="wB97M-V/def2-TZVPD" homo_ev=-8.08 orbital_gap_ev=8.609 spin_multiplicity=1 charge=0 e_lumo_ha=0.01945
H 5.699 2.331 -5.833 0.1218
C 3.530 2.388 -6.177 -0.2227
H -3.252 3.819 2.767 0.0961
H -3.891 -4.750 -0.218 0.1169
H -6.362 -10.870 2.674 0.0850
C 1.604 2.912 -2.577 -0.0825
C 2.208 4.084 3.087 -0.3200
C -2.601 -5.205 4.206 -0.1062
H -3.057 -4.571 -1.689 0.1146
H 1.414 6.065 2.573 0.0672
C 1.361 -3.173 6.438 -0.3162
H 2.888 4.078 2.226 0.0959
H 0.940 -1.691 -0.750 0.0428
H 4.699 2.279 -4.482 0.1010
H -2.738 2.176 11.696 0.0870
H 8.045 1.498 -0.540 0.0842
H 2.735 -1.592 -3.480 0.1070
H 4.929 -0.265 2.001 0.0804
H 3.346 0.009 2.662 0.0815
H -0.119 2.510 -6.014 0.0902
N -3.490 -2.423 0.828 -0.0422
H -1.856 -10.261 2.069 0.1157
C 2.801 -3.813 -0.755 -0.0650
H 4.773 6.860 -5.271 0.1039
H -0.132 -0.132 8.218 0.1150
H 5.600 9.052 -5.827 0.0862
H 1.235 -0.820 -5.593 0.0474
C 0.454 6.050 -7.512 -0.1633
H -3.970 -7.374 3.482 0.1066
N -4.278 0.410 -4.635 -0.0493
C -4.198 0.798 4.782 -0.0996
H -6.031 3.691 1.469 0.0732
H 8.355 -3.062 6.549 0.0871
O 0.708 -3.510 5.236 -0.0967
H -1.325 -9.052 4.010 0.1071
H 7.368 8.561 -5.748 0.0857
H 4.198 2.128 1.553 0.1333
H 7.486 -4.879 5.300 0.1183
C 3.517 -4.061 3.488 -0.2069
H 0.916 -3.274 8.511 0.0664
O -1.306 -0.756 2.307 -0.2100
H -0.916 -6.622 -0.568 0.0846
H 0.368 0.571 2.306 0.1104
C 6.442 8.582 -6.336 -0.1141
H 3.265 -3.038 -1.364 0.0597
H -3.928 4.402 -3.132 0.0742
C 0.915 -1.125 -4.591 -0.0561
H 1.902 9.654 -9.279 0.0876
C -2.970 -4.319 -0.621 -0.2266
C -6.287 -9.787 2.655 -0.0985
H 1.165 -4.026 2.088 0.0621
O -1.809 -4.856 -0.010 -0.1872
N 0.149 6.578 -6.164 -0.0753
O -1.494 4.008 -6.516 -0.1889
H 0.470 4.667 2.057 0.0602
H 3.231 -3.501 4.386 0.1073
H 3.106 -3.458 2.673 0.1066
C -0.957 -0.150 10.137 -0.2329
H -1.651 0.769 5.743 0.1244
H 0.929 -3.744 -1.708 0.1142
H -0.699 -1.403 6.481 0.0902
H -4.360 -6.983 5.155 0.1263
H 3.226 -5.983 2.569 0.1305
O 0.988 -2.391 -0.080 -0.1082
O 6.120 7.256 -6.715 -0.2092
H 2.716 2.800 -5.570 0.1030
C -2.250 -0.160 5.702 -0.2351
C 3.911 1.293 0.913 -0.3811
H -4.218 -0.743 1.774 0.0989
O 0.651 1.933 -2.204 -0.2407
C 3.139 6.336 -2.359 -0.0752
H -1.148 -2.515 3.206 0.0804
H 2.559 2.374 -2.602 0.0842
C -4.008 -10.383 2.451 -0.2271
C 1.859 6.452 -3.176 -0.3069
H -5.064 4.164 -1.853 0.0905
H -4.970 2.332 1.539 0.0635
O 2.174 5.834 -4.445 -0.1591
H -6.084 2.144 -2.385 0.1231
H -2.682 -2.163 1.372 0.0663
H 2.101 0.741 0.192 0.0737
H 6.906 1.102 -1.805 0.0881
H -0.810 4.490 -4.605 0.1100
H 2.049 2.261 2.351 0.0079
H -1.516 2.071 -7.061 0.0801
C -0.454 -1.799 2.766 -0.0968
H 0.242 -1.482 3.546 0.0902
H -5.944 -2.731 1.384 0.1137
H 2.318 7.140 -8.091 0.1271
H 3.045 -4.795 -1.166 0.0728
H 0.827 -4.415 -0.046 0.0662
H 1.439 3.255 -3.601 0.0806
H -6.107 0.182 -3.765 0.1256
H -4.937 -1.560 -4.838 0.1218
H -1.941 -2.423 -0.512 0.1157
C -7.058 -1.044 2.787 -0.1476
H 5.674 -5.858 4.238 0.1152
H -0.412 -3.821 7.480 0.0633
H -2.045 -0.328 4.632 0.1024
H 0.124 -2.277 1.974 0.0577
H 1.359 6.101 -4.955 0.0268
C 3.023 0.420 -7.441 -0.1014
H 1.326 8.399 -10.389 0.0848
H -5.592 2.654 -3.917 0.1277
H 0.833 5.041 -7.330 0.1163
O 6.085 0.999 0.015 -0.1927
H -1.232 6.771 -4.720 0.1209
O -1.969 0.449 10.914 -0.1909
H -0.830 3.515 -1.838 0.1234
H 2.533 0.138 -3.854 0.0933
H -3.645 4.507 1.213 0.0996
H 1.289 6.470 -9.385 0.1217
H 6.383 4.641 -6.521 0.1210
O 1.349 -0.591 -2.318 -0.1323
H 4.674 2.119 -0.867 0.1173
H -3.196 -4.741 5.005 0.0887
H -3.504 -2.349 -1.342 0.1053
C -4.414 -1.286 0.848 -0.1901
C -4.074 4.240 2.180 -0.3150
C -4.001 -1.002 -4.875 -0.2231
H -4.688 5.375 3.681 0.0806
H 0.232 7.588 -6.153 0.1181
C -4.068 3.855 -2.191 -0.0883
C 5.664 -4.773 4.374 -0.2206
O -4.040 2.480 -2.522 -0.2132
C 1.282 6.967 -8.406 -0.2176
C -3.561 -7.336 4.497 -0.2262
H -1.231 2.326 2.373 0.1013
C 1.060 5.079 2.877 -0.0791
C -1.187 2.663 -6.206 -0.0867
N -2.245 -9.468 4.005 -0.0603
C 1.265 -3.641 -0.673 -0.3002
H 2.493 2.196 -0.265 0.0508
H -1.953 6.758 -6.313 0.1260
H -1.713 -4.600 4.052 0.0529
C 0.669 -3.868 7.626 -0.0884
H 0.909 -4.913 7.825 0.0678
H -0.212 -0.064 0.785 0.0983
H -1.254 -1.764 -7.677 0.0920
H -1.736 2.392 10.133 0.0766
N -0.941 2.318 0.411 -0.0504
C 4.814 2.826 -5.429 -0.2174
C 4.731 1.143 -0.364 -0.1961
O 1.473 -5.459 3.599 -0.1910
H 3.230 -3.749 0.247 0.0551
C 2.012 -0.782 -3.576 -0.2573
H -4.176 -11.097 3.264 0.1213
H -6.461 -1.748 3.381 0.0895
H 3.980 4.630 -5.134 0.0627
H -2.100 -0.279 -8.267 0.0911
N 4.921 4.232 -5.111 -0.0473
H 5.322 -3.166 3.155 0.1018
H 1.021 -4.358 4.852 0.0545
H 5.149 -4.676 5.342 0.1205
H 0.075 2.331 0.504 0.0798
C -0.665 2.454 -2.030 -0.1654
H -3.316 4.095 -1.446 0.0800
O 0.641 8.211 -8.469 -0.1958
H -1.871 -1.806 8.583 0.0933
H 1.713 3.685 -1.813 0.0880
C 5.736 6.450 -5.614 -0.2318
H -5.623 3.106 3.071 0.0675
C -5.878 -1.779 0.862 -0.1836
H -6.941 -9.217 1.988 0.0864
C -3.308 -1.190 -6.213 -0.2297
H -1.219 2.143 -2.919 0.1092
H -3.284 -1.445 -4.165 0.1185
H -2.537 4.685 -4.901 0.1144
C -1.911 1.864 11.068 -0.0952
H 1.214 -2.145 6.764 0.0868
H -5.088 1.326 5.118 0.0850
H 0.449 5.199 3.770 0.0702
H -8.076 -1.447 2.819 0.0830
O -4.967 -9.339 2.374 -0.2067
C 7.010 1.631 -0.853 -0.1019
C 8.261 -2.507 5.612 -0.0968
H 9.117 -2.706 4.964 0.0875
H -2.393 -2.071 6.360 0.1239
N -1.968 -0.943 8.071 -0.0591
H 1.042 -5.593 1.516 0.0917
O -4.609 5.441 2.726 -0.0829
H 3.214 -6.120 4.273 0.1245
C -1.766 -1.232 6.664 -0.1990
H 3.941 6.746 -2.976 0.0615
H -3.058 -2.248 -6.352 0.1212
H 1.600 7.493 -3.402 0.1107
C 0.846 -5.019 2.430 -0.1101
H 3.533 2.823 -7.182 0.1162
H -1.028 2.057 11.695 0.0830
H 3.083 7.035 -1.523 0.0758
H 3.512 -0.792 1.088 0.0775
H -0.219 -4.871 2.598 0.0825
O 7.040 -2.893 4.991 -0.1913
H 2.411 -3.466 6.476 0.1016
H -0.903 -1.198 10.447 0.1205
O -3.646 0.007 5.818 -0.1747
H 0.827 -2.213 -4.605 0.0748
H -6.223 -1.888 -0.167 0.1136
H -3.465 1.585 4.562 0.0791
H -2.477 1.400 1.514 0.1061
H 6.415 6.482 -4.759 0.1254
H -0.071 -0.686 -4.458 0.0657
H 3.432 5.304 -2.179 0.0623
H -1.805 2.317 -5.370 0.0753
H -4.220 -0.595 0.018 0.1034
O -2.383 -6.556 4.533 -0.1780
C -1.203 6.259 -5.691 -0.1823
H 0.065 0.109 10.459 0.1157
C 3.907 0.004 1.727 -0.0409
H -2.338 1.550 -0.924 0.1090
H -2.695 -6.768 -0.412 0.0867
H -3.250 -5.095 3.328 0.0886
H 6.889 2.712 -0.964 0.0870
H -1.674 -6.700 0.964 0.0711
H 3.514 -0.544 -7.553 0.0923
C -3.164 -8.757 4.865 -0.2090
H 6.764 9.174 -7.193 0.0827
C -2.975 -2.788 -0.494 -0.1735
C -1.439 -0.701 -7.505 -0.1127
H -2.724 -8.782 2.099 0.1016
H 4.672 5.287 -7.008 0.1156
C 7.075 -4.225 4.521 -0.2433
H 1.938 0.291 -7.502 0.0617
C 1.040 9.031 -9.544 -0.0985
H -0.849 0.650 -0.912 0.1071
C -1.802 -6.267 -0.036 -0.1157
N 2.485 1.611 0.568 0.0600
H -1.529 1.108 8.496 0.1098
H -4.357 0.184 3.893 0.0736
H 4.446 0.291 -0.990 0.1386
H 0.226 9.701 -9.816 0.0876
H 1.209 0.380 -2.233 0.0334
C -2.627 -9.741 2.638 -0.2062
H 7.599 -4.412 3.581 0.1277
H -3.983 -10.971 1.529 0.1181
H -4.024 -9.402 5.070 0.1122
C -1.254 1.671 -0.836 -0.2106
H -0.515 5.829 -7.974 0.1165
C -1.404 1.572 1.604 -0.1552
O -6.659 -0.744 1.482 -0.1911
H -0.515 -0.130 -7.576 0.0643
C -1.123 0.110 8.633 -0.1759
H 0.969 5.983 -2.741 0.0967
H -3.997 -0.880 -7.005 0.1242
C -5.229 3.254 2.065 -0.0814
H -6.646 -9.379 3.612 0.0824
C -0.544 0.304 1.764 -0.1996
C 5.422 5.076 -6.246 -0.1676
H -7.062 -0.190 3.471 0.0764
H 2.821 4.377 3.944 0.1048
C -5.249 2.018 -3.092 -0.2410
N 4.958 -4.099 3.281 -0.0453
C -5.144 0.557 -3.424 -0.1778
O 3.488 0.985 -6.232 -0.1911
C -1.548 4.817 -5.352 -0.2020
H 8.154 -1.441 5.796 0.0878
H -3.368 0.772 -4.356 0.0854
O -2.050 -0.527 -6.236 -0.2178
O 1.704 2.761 3.109 -0.1157
H -2.731 -8.726 5.871 0.1199
H 3.272 1.057 -8.296 0.0847
C 2.903 -5.449 3.470 -0.1785
H -4.593 0.071 -2.613 0.1132

=====

2.
15
Properties=species:S:1:pos:R:3:nbo_charge:R:1 method="wB97M-V/def2-TZVPD" homo_ev=-14.38 orbital_gap_ev=10.395 spin_multiplicity=1 charge=+1 e_lumo_ha=-0.14645
H 2.118 1.310 0.984 0.2451
H -0.550 1.836 -0.591 0.2181
Cl 3.688 -0.239 0.203 0.1675
C -0.636 0.828 -0.554 0.1127
H -2.472 -0.743 1.565 0.2272
H -0.847 0.205 -1.356 0.2143
H -1.229 0.943 1.426 0.4177
C 2.231 0.546 0.193 0.0562
N -1.152 0.392 0.580 -0.5060
O 1.425 -0.828 -1.469 -0.5315
H 1.259 -0.656 -2.351 0.4901
N 1.285 0.325 -0.681 -0.1325
H -0.934 -1.672 1.122 0.2285
C -1.748 -0.896 0.874 -0.4392
H -2.437 -1.353 0.055 0.2319